DFT (ωB97M-V with the def2-TZVPD basis set) results for C32H28F5GeN11O2Pd as an isolated structure.

The geometry in XYZ format:
```
80
Properties=species:S:1:pos:R:3:forces:R:3
Pd -1.70768 -0.39283 0.82103 -0.5088 -0.3302 0.5833
N -3.06948 -2.80102 3.23543 -0.2270 -0.0653 0.2265
C -2.34608 -1.77362 3.78073 0.5912 0.8287 0.2329
N -2.19128 -1.62892 5.09873 -0.3700 -0.5493 -0.3568
N -1.43758 -0.54043 5.22503 0.2035 0.2875 0.4133
N -1.14868 -0.05433 4.06953 0.1753 0.2119 -0.0690
N -1.70328 -0.80262 3.11063 -0.6694 -0.8271 -0.2352
C -3.12798 -3.12242 1.91033 0.1745 -0.1672 -1.1026
N -3.70188 -4.23082 1.44623 0.0185 0.2592 0.7793
N -3.52908 -4.17013 0.12263 -0.1459 -0.3651 -0.4453
N -2.88948 -3.10572 -0.20237 -0.0136 -0.1953 -0.8049
N -2.60508 -2.41382 0.89203 0.0199 0.5892 0.9486
H -3.53368 -3.42152 3.87793 0.1093 0.0709 -0.1017
C -1.13388 -0.13173 -1.16567 -0.2550 -0.1183 0.6246
Ge 0.43272 -0.53343 -2.12317 1.0614 -0.3431 -0.9470
C 1.19462 -2.28592 -1.53897 -0.2714 0.6755 -0.1088
C 2.54412 -2.59803 -1.51897 0.2031 0.2490 -0.0757
C 2.96922 -3.86422 -1.14917 0.3104 -0.1471 -0.0207
C 2.04372 -4.83072 -0.79197 0.0443 -0.1262 0.0376
C 0.69232 -4.52503 -0.80077 0.0097 -0.2257 0.0354
C 0.27632 -3.26092 -1.17317 -0.2802 0.1792 -0.0078
C 1.86232 0.89968 -2.04817 -0.6549 -0.4058 0.0127
C 1.93262 1.68377 -0.90287 -0.1715 -0.1340 0.1065
C 2.78472 2.76578 -0.81407 0.1817 0.1589 0.0787
C 3.59402 3.09578 -1.89037 0.0449 0.1129 0.0425
C 3.53512 2.33028 -3.04477 0.2584 0.1819 -0.0863
C 2.67562 1.24698 -3.12087 -0.0565 -0.2548 -0.1274
C 0.24082 -0.79572 -4.12057 -0.0799 0.1355 0.8624
C -0.83718 -0.25473 -4.80717 -0.0819 0.1011 0.1925
C -0.92008 -0.34453 -6.18467 -0.1051 0.0841 -0.2270
C 0.08222 -0.97582 -6.90197 -0.0646 -0.0134 -0.1535
C 1.14352 -1.55222 -6.22777 0.1701 -0.0719 -0.1826
C 1.21372 -1.46733 -4.84917 0.1463 -0.0579 0.1975
H 3.27142 -1.83802 -1.78867 0.0698 -0.0155 0.0060
H 4.02762 -4.10782 -1.14697 -0.0233 0.0557 0.0237
H 2.37432 -5.82212 -0.50347 0.0184 0.0062 0.0056
H -0.03278 -5.27682 -0.52087 -0.1153 0.0158 0.0450
H -0.77668 -3.00832 -1.16617 -0.1311 -0.1521 0.0313
H 1.28462 1.44458 -0.07637 -0.0947 0.0019 0.1556
H 2.81112 3.35118 0.09693 0.0050 0.0657 0.0085
H 4.24992 3.95678 -1.83007 0.0341 -0.0266 -0.0363
H 4.16082 2.58808 -3.89417 -0.0449 -0.0231 0.0250
H 2.62852 0.67188 -4.03767 -0.0059 0.0047 -0.0542
H -1.61538 0.24058 -4.24157 -0.1072 0.0770 -0.0170
H -1.76218 0.08657 -6.70837 -0.0914 0.0484 -0.0211
H 0.03552 -1.02453 -7.98257 -0.0405 -0.0240 -0.0427
H 1.92132 -2.06062 -6.78407 0.0436 -0.0487 -0.0003
H 2.04112 -1.93022 -4.32547 0.0909 -0.0543 0.0168
C 1.06032 1.96098 4.02823 -0.0001 0.1507 0.2198
N 0.82862 1.52948 2.66073 -0.1243 -0.0691 -0.1336
C -0.39658 2.06648 2.09893 -0.2435 -0.1829 -0.3711
C 1.29222 0.32577 2.22833 0.4770 0.0795 0.1799
O 0.74772 -0.39303 1.40343 -0.1918 -0.1392 -0.1813
N 2.54922 -0.03103 2.75573 -0.2395 -0.0498 -0.1301
C 2.92662 -1.39882 2.46443 -0.1708 -0.0844 -0.0454
C 3.62712 0.89548 2.47943 0.1542 0.1237 0.0707
H 0.21162 1.62797 4.63563 0.1275 0.1271 -0.0246
H 1.14292 3.05118 4.06613 0.0430 -0.0110 -0.0598
H 1.96632 1.51458 4.42413 0.0088 0.0305 -0.0063
H -1.19458 2.04737 2.84843 0.0870 -0.0274 -0.1545
H -0.72198 1.44998 1.22643 0.3559 0.7478 0.4349
H -0.21578 3.09178 1.75673 -0.1244 -0.0872 -0.0400
H 2.10282 -2.04882 2.74403 0.0558 -0.1571 0.0073
H 3.81482 -1.64442 3.04973 -0.0232 -0.0348 -0.0050
H 3.12942 -1.54792 1.39753 0.0509 -0.0537 0.0011
H 3.25472 1.91627 2.46283 0.0462 0.0266 0.0384
H 4.08872 0.68058 1.50573 -0.0115 0.0467 -0.0093
H 4.39442 0.80448 3.25193 0.0611 0.0559 0.0025
F -5.21168 5.99298 0.75733 0.0564 -0.1867 0.0268
C -4.80488 4.70388 0.92323 0.0449 0.0626 0.0348
C -4.13058 4.04078 -0.09727 -0.1682 0.3295 0.1302
F -3.88788 4.70658 -1.25137 -0.0041 -0.1931 0.1958
C -3.72108 2.73928 0.07353 0.2510 -0.4588 0.1903
F -3.01578 2.12248 -0.90327 -0.3512 0.3657 0.1036
C -3.96618 1.98407 1.26753 -0.3733 1.3378 -0.2914
O -3.63888 0.78478 1.41103 0.5972 -1.2955 0.0585
C -4.63458 2.73358 2.29063 0.1660 -0.4048 0.0204
F -4.87148 2.12887 3.47983 0.0165 0.1980 -0.3269
C -5.03198 4.04108 2.12433 -0.0565 0.2919 -0.1716
F -5.64828 4.70858 3.13223 0.1086 -0.1976 -0.2325
```
Positions in Å, forces in eV/Å.

Summary:
* charge: -2
* LUMO energy (spin up / spin down): 4.107 / 4.097 eV
* HOMO energy (spin up / spin down): -2.48 / -2.49 eV
* orbital gap (spin up / spin down): 0.2419 / 0.2419 Eh
* 2S+1: 5



DFT (ωB97M-V with the def2-TZVPD basis set) results for a 2-piece molecular cluster, CH4NS overall.

The geometry in XYZ format:
```
7
Properties=species:S:1:pos:R:3:forces:R:3
S -1.96609 -0.63198 0.22623 0.1137 0.0807 0.0509
H -3.19449 -1.13487 0.16474 -0.5381 -0.1894 0.0080
C 2.09723 0.13050 -0.09411 -0.5278 -5.3597 1.2840
N 2.35372 1.33452 -0.42944 -0.5398 5.8896 -0.5018
H 1.04434 -0.29078 0.16653 1.8771 0.4278 -0.4963
H 3.00697 -0.52990 -0.26863 -1.3804 -0.2308 0.3101
H 1.54116 1.94261 -0.11163 0.9953 -0.6181 -0.6549
```
Positions in Å, forces in eV/Å.

Summary:
* charge: -2
* LUMO energy (spin up / spin down): 7.340 / 7.302 eV
* HOMO energy (spin up / spin down): 4.79 / 0.48 eV
* relative energy (zero: lowest compared OMol25 entry of this formula, charge and spin): 0.476 eV
* orbital gap (spin up / spin down): 0.0938 / 0.2506 Eh
* 2S+1: 2



DFT (ωB97M-V with the def2-TZVPD basis set) results for C3H5LiO4Sm as an isolated structure.

The geometry in XYZ format:
```
14
Properties=species:S:1:pos:R:3:forces:R:3
O -0.02626 -0.13460 0.51711 0.0452 0.6044 0.1169
C -0.09346 -1.37572 1.03498 0.7326 -1.9890 0.0545
C 0.75331 0.09247 -0.57414 -1.2994 1.2585 0.9218
O -0.72399 -1.48305 2.12875 -0.5643 0.3843 0.9015
O 0.44665 -2.35687 0.50430 -0.1805 0.2569 0.1815
C 0.31160 1.25436 -1.35794 -4.4805 3.7779 -1.6023
Sm -0.15063 -4.05408 2.46627 0.2259 0.4204 -0.7616
H 0.95334 -0.81274 -1.16005 1.3421 0.3961 0.2463
H 1.11766 1.72103 -1.98335 -0.2681 0.6985 0.5961
H 1.43239 1.24305 -0.35450 0.2810 -2.2611 0.2633
H -0.21592 0.90213 -2.29385 -0.3547 -0.4239 0.1534
Li -1.54468 -0.15948 3.20584 -0.1636 0.3194 0.0056
O -1.00255 2.24404 -0.73568 4.0005 -3.2424 -0.7956
H -1.25747 2.91945 -1.39775 0.6838 -0.1999 -0.2813
```
Positions in Å, forces in eV/Å.

Summary:
* charge: +3
* LUMO energy (spin up / spin down): -11.678 / -14.197 eV
* HOMO energy (spin up / spin down): -20.72 / -21.35 eV
* relative energy (zero: lowest compared OMol25 entry of this formula, charge and spin): 0.000 eV
* orbital gap (spin up / spin down): 0.3324 / 0.2630 Eh
* 2S+1: 8



DFT (ωB97M-V with the def2-TZVPD basis set) results for C44H65N4O3P2S2SbYb as an isolated structure.

The geometry in XYZ format:
```
122
Properties=species:S:1:pos:R:3:forces:R:3
Yb 0.85028 0.07984 -0.41945 0.2956 -0.0453 0.0365
C -6.45044 4.01410 2.56380 -0.0677 0.0015 0.7137
S -4.96212 4.12809 3.59952 0.2039 -0.2024 -0.2505
C -4.51004 2.38995 3.90664 1.4006 0.3487 1.6614
C -3.91965 1.59014 2.71944 -0.7609 0.1950 0.7159
C -2.88109 2.35872 1.91733 -0.1963 0.1068 -0.2413
N -1.84850 1.53109 1.18766 -0.3677 0.2617 0.1224
P -0.39785 1.07579 1.93091 0.0377 0.2632 0.0625
C -0.72568 0.09849 3.39903 0.1048 -0.3707 0.2350
C -0.67879 -1.30486 3.36881 0.4093 0.9613 -0.4292
C -1.11801 -2.07162 4.41166 -0.1683 -1.0819 0.0903
C -1.67894 -1.46022 5.50814 -1.2670 0.3937 0.9666
C -1.74335 -0.05976 5.56865 0.4876 0.0188 0.5374
C -1.18271 0.71196 4.55117 -0.6043 -0.1844 0.4577
C 0.35910 2.63896 2.49990 1.3824 0.9455 -0.0546
C 0.28412 3.81905 1.68488 -0.1125 -1.6630 1.5700
C 1.11703 4.88557 1.94779 0.1533 -0.1347 -0.2750
C 2.06545 4.84839 2.96770 -0.7311 0.5692 0.1945
C 2.11095 3.75940 3.80831 0.4408 0.0229 0.4281
C 1.32808 2.65524 3.54643 -1.3599 -0.9076 -0.8257
P -2.13831 0.60647 -0.25846 0.3012 0.6570 0.9056
C -3.59337 -0.36167 0.14103 -0.0413 -0.3714 -0.5048
C -4.89697 0.02241 -0.19462 -0.1459 -0.6741 0.6028
C -5.95271 -0.73583 0.31737 0.5747 -0.6517 0.1857
C -5.70839 -1.93041 1.03668 -0.0144 1.6207 -0.1421
C -4.41460 -2.29113 1.34497 0.2004 -0.4418 0.0444
C -3.36246 -1.51841 0.88934 -0.0612 0.0312 -0.0935
C -2.62330 1.81819 -1.50996 -0.0158 0.0224 -0.2547
C -2.39001 3.17737 -1.33721 0.2248 0.1158 -0.2306
C -2.50687 4.10553 -2.37676 -0.3302 0.2527 0.0360
C -2.88593 3.67083 -3.66041 -0.0654 -0.3278 1.5244
C -3.19864 2.31708 -3.79559 0.5364 0.6806 0.4002
C -3.05493 1.40009 -2.75656 -0.5354 -0.4032 -0.9640
H -6.85106 5.02744 2.54822 0.1590 0.0273 -0.2915
H -7.21328 3.42778 3.07324 0.0583 -0.2332 -0.0696
H -6.26819 3.63881 1.56277 0.0345 0.0430 -0.1124
H -5.34075 1.92755 4.44199 -0.2079 -0.4125 -0.6700
H -3.76750 2.44714 4.78294 -0.5959 0.1972 -1.3767
H -4.78043 1.33407 2.13557 -0.3192 -0.2227 -0.7659
H -3.51069 0.64481 3.05022 0.1521 -0.2290 0.3344
H -2.42515 3.08760 2.58490 0.7129 -0.1977 0.0992
H -3.37273 3.02012 1.20971 -0.1420 -0.1662 -0.3250
H -0.23742 -1.77982 2.52769 0.0774 -0.3376 -0.6968
H -1.08306 -3.16983 4.35924 0.0945 0.5950 0.0072
H -2.16994 -2.08261 6.28754 0.6189 0.6366 -0.4869
H -2.15461 0.45309 6.44626 0.1085 -0.3663 -0.3546
H -1.14260 1.78769 4.63181 -0.2138 0.1559 0.0972
H -0.54336 3.87119 1.00557 -0.1610 0.2883 -0.5233
H 1.00915 5.75839 1.34214 0.0258 0.5706 -0.1847
H 2.60471 5.75013 3.21636 0.2825 -0.0330 -0.1694
H 2.73105 3.77565 4.70708 -0.0317 -0.0634 -0.3936
H 1.41543 1.77819 4.17361 -0.0014 -0.0343 0.1483
H -5.09233 0.89470 -0.80298 0.0061 0.1102 0.0986
H -6.96173 -0.39120 0.19918 -0.3332 -0.0267 -0.2698
H -6.51734 -2.48164 1.46272 -0.5030 -0.2870 -0.0277
H -4.22416 -3.17964 1.94894 -0.0290 0.2305 -0.1957
H -2.35885 -1.83359 1.13703 0.2159 0.1412 0.0119
H -2.09604 3.44882 -0.34391 0.0980 0.6440 0.2212
H -2.40147 5.17881 -2.14819 0.1358 -0.6435 -0.2448
H -3.02849 4.38123 -4.45979 0.0511 -0.0572 -0.1284
H -3.54635 1.99570 -4.73655 -0.4201 -0.5275 -0.9394
H -3.36279 0.36993 -2.98798 0.3191 0.3254 0.3810
O 0.53030 2.30200 -1.08770 -0.1074 -0.2899 -1.0513
H 0.39163 3.14703 -0.65431 0.0538 0.2777 0.5785
H 0.06574 2.41029 -1.94431 0.1920 -0.1892 0.3788
N 2.61702 1.22313 0.76382 0.3439 -0.0034 0.2475
H 3.44597 1.25093 0.16603 -0.0687 0.2159 0.1183
H 2.93087 0.76998 1.62706 -0.0769 -0.0656 -0.1971
H 2.41770 2.17781 1.07188 -0.0572 0.0215 -0.2017
N -0.57502 -7.19989 -0.90991 -0.9622 1.2572 -0.1395
C 0.39939 -6.45540 -0.36249 0.1808 -0.2836 -0.3578
O 1.45796 -6.90187 -0.00787 0.8120 -0.2104 0.3792
C 0.23743 -4.95500 -0.27435 -0.3455 0.0970 1.1022
C 0.93167 -4.31368 0.76507 0.4891 -1.4418 -0.3165
C 0.96644 -2.95557 0.78892 0.0471 -0.3160 -0.4266
N 0.32035 -2.20889 -0.11463 -0.2899 0.6472 0.0310
C -0.47132 -2.81412 -1.01334 0.7116 0.1591 0.7139
C -0.53860 -4.17764 -1.11041 -0.0618 -0.6526 -0.2722
H -0.50722 -8.18341 -0.98920 0.4817 -0.9068 0.1018
H -1.50291 -6.83481 -1.01161 -0.1552 0.1117 -0.0581
H 1.54987 -4.90425 1.45856 -0.4776 0.2648 -0.3760
H 1.61252 -2.50810 1.51436 0.1226 0.7045 0.2962
H -1.01460 -2.17644 -1.66965 -0.4052 0.4196 -0.4359
H -1.15216 -4.63968 -1.86184 -0.1497 -0.0296 -0.2749
C 0.63932 -1.74569 -6.16843 0.4322 -0.0590 -0.0751
C 0.28129 -1.12461 -4.82066 -0.7294 -0.5166 0.0384
S 1.65372 -0.74966 -3.79048 -0.3724 -0.5380 1.9200
O 0.91297 -0.09047 -2.55390 0.5746 -0.2298 -1.0199
C 2.46170 0.54300 -4.64582 0.4293 0.7219 -0.1677
C 1.63835 1.64328 -5.30402 0.6781 0.4999 -0.0395
H -0.26442 -1.84553 -6.74750 -0.3676 -0.1572 -0.1252
H 1.11026 -2.73504 -6.09324 -0.2229 0.2558 0.2054
H 1.30213 -1.13228 -6.78244 0.0061 0.1570 0.2292
H -0.37506 -1.78280 -4.20441 0.5786 0.2907 -0.4343
H -0.21679 -0.16485 -4.86334 -0.4024 0.2056 -0.4551
H 3.05722 -0.01826 -5.36261 0.2349 0.0230 -0.2402
H 3.17463 0.93762 -3.89629 -0.2711 -0.1300 -0.3157
H 1.21064 1.38648 -6.26773 -0.2231 -0.3807 0.0892
H 2.32911 2.46573 -5.54053 -0.1883 -0.1571 0.2127
H 0.88012 2.03790 -4.63579 -0.1934 0.0377 0.0366
C 5.41257 1.11899 -1.46945 -1.0257 0.6488 -0.6557
C 5.38569 -0.38346 -1.78479 -0.2507 0.2256 -0.1247
Sb 4.00199 -1.57957 -0.64973 -0.7734 1.2237 0.1556
C 4.23041 -3.39797 -1.60940 0.0135 -1.4173 -0.3427
C 5.67761 -3.86215 -1.72179 0.6940 0.6180 -1.7847
C 5.01160 -1.68807 1.23559 -0.5727 -1.1973 0.5067
C 6.47815 -1.38639 1.21837 0.6355 1.0686 0.4880
H 6.18650 1.62495 -2.07658 -0.1904 -0.2310 0.5428
H 5.54985 1.36819 -0.39733 0.2128 -0.2661 -0.5647
H 4.45460 1.62208 -1.78913 0.6362 -0.4175 0.2981
H 6.37106 -0.76230 -1.60285 0.5661 -0.4565 0.1265
H 5.17281 -0.60649 -2.84813 0.0373 0.3106 0.4198
H 3.78924 -3.30378 -2.60927 0.0898 0.1737 0.1021
H 3.61145 -4.16406 -1.11764 0.1508 0.2515 0.0759
H 6.29757 -3.08097 -2.23622 -0.5532 -0.6046 0.1903
H 5.76477 -4.77136 -2.35171 -0.0790 0.4248 0.5377
H 6.19600 -4.00490 -0.80028 0.0023 -0.3953 0.8770
H 4.78287 -2.64292 1.75816 0.1621 0.2466 -0.6659
H 4.48308 -0.98150 1.85172 -0.1597 0.5928 0.3315
H 7.05693 -1.98554 0.54951 0.2096 -0.5333 -0.5968
H 6.94870 -1.52443 2.20372 -0.3109 0.1531 -0.1900
H 6.62692 -0.33499 0.91680 0.1652 -0.3653 0.1769
```
Positions in Å, forces in eV/Å.

Summary:
* charge: +3
* LUMO energy (spin up / spin down): -7.538 / -7.829 eV
* HOMO energy (spin up / spin down): -13.86 / -13.86 eV
* relative energy (zero: lowest compared OMol25 entry of this formula, charge and spin): 0.000 eV
* orbital gap (spin up / spin down): 0.2325 / 0.2218 Eh
* 2S+1: 2



no.,calculated total energy (eV)
1,-127702.5888
2,-13422.2586
3,-29457.3832
4,-137081.7157